No. 1
{
  "formula": "C58H41InN9O",
  "method": "the ωB97M-V functional and the def2-TZVPD basis",
  "spin_multiplicity": 1,
  "total_charge": 1,
  "gap_ev": 5.6,
  "lumo_energy_ev": -3.606,
  "energy_ev": -81440.8820,
  "homo_energy_ev": -9.2,
  "elements": ["In", "O", "N", "N", "N", "N", "N", "N", "N", "N", "N", "C", "C", "C", "C", "C", "C", "C", "C", "C", "C", "C", "C", "C", "C", "C", "C", "C", "C", "C", "C", "C", "C", "C", "C", "C", "C", "C", "C", "C", "C", "C", "C", "C", "C", "C", "C", "C", "C", "C", "C", "C", "C", "C", "C", "C", "C", "C", "C", "C", "C", "C", "C", "C", "C", "C", "C", "C", "C", "H", "H", "H", "H", "H", "H", "H", "H", "H", "H", "H", "H", "H", "H", "H", "H", "H", "H", "H", "H", "H", "H", "H", "H", "H", "H", "H", "H", "H", "H", "H", "H", "H", "H", "H", "H", "H", "H", "H", "H", "H"],
  "positions_angstrom": [[0.075730, 0.253862, 0.556332], [2.532425, -0.336224, -1.162975], [0.286812, 1.735842, -2.347080], [-1.573017, 1.532778, 0.206553], [0.612599, 3.796194, -4.180717], [-1.660645, 4.023598, -4.373536], [-1.341362, -1.246658, 1.026091], [1.352115, -0.721556, 2.006431], [1.358987, -2.274256, -1.132561], [1.215539, 1.976203, 0.939632], [-0.902692, -0.845276, -2.343398], [-4.768308, -1.349052, -1.625422], [-2.623766, -1.255036, 0.568715], [0.362553, -2.887724, -1.841758], [-1.319056, 7.274042, 0.674228], [2.420741, -2.382991, 3.133384], [2.542649, 1.943453, 1.247819], [-0.024757, 5.744413, -1.230562], [1.187301, -1.966766, 2.529067], [-0.156285, 7.110191, -1.412088], [-1.205493, 5.907267, 0.847625], [0.022331, -6.544659, 4.364086], [-5.814595, 0.089170, -0.012408], [1.646836, 3.178155, -3.639847], [-7.052311, -0.221272, -0.549542], [-3.239029, -2.492956, 0.946020], [-3.306554, -0.184538, -0.023188], [2.644320, -0.345452, 2.215759], [-0.366093, 3.678842, 0.156137], [-0.786883, 7.880549, -0.451005], [1.461516, -0.800309, -0.897657], [-2.832929, 1.126958, -0.112840], [7.487663, 1.033809, 1.856964], [2.100613, 4.030612, 0.530649], [5.432615, 0.251615, 0.908856], [-0.660212, -2.175898, -2.530398], [0.035616, -2.755487, 2.411639], [0.121315, -4.150301, 4.474259], [0.044565, -4.073589, 3.086352], [-0.039673, -5.248369, 2.345321], [6.813073, 0.305593, 0.892060], [-1.506846, -2.896522, -3.368723], [1.403204, -5.024321, -1.253806], [-2.320851, -3.197080, 1.655774], [6.776635, 1.706148, 2.836402], [0.102737, -5.379494, 5.108289], [-4.660141, -0.475048, -0.546580], [-1.422884, -4.273740, -3.514646], [-1.123605, -2.409372, 1.706727], [-0.043978, -6.475952, 2.982230], [-1.504979, 2.881120, 0.032973], [-0.756717, 2.343699, -2.884058], [4.710442, 0.939884, 1.880529], [3.229331, 0.857311, 1.800093], [-0.607894, 3.403527, -3.802270], [3.107959, 3.233153, 0.969998], [5.392070, 1.666557, 2.849369], [0.910533, 3.229945, 0.508931], [-3.597120, 2.270798, -0.518234], [0.408157, -4.312795, -1.958671], [-7.150036, -1.087255, -1.626028], [1.498704, 2.159534, -2.710994], [-2.784043, 3.352092, -0.411197], [-0.495464, -4.984394, -2.796879], [-6.004347, -1.646453, -2.167153], [2.309261, -2.962677, -0.509286], [2.337044, -4.351715, -0.507593], [3.323765, -1.390462, 2.926013], [-0.536191, 5.131231, -0.093235], [-1.470361, 4.822357, -4.955535], [4.841858, 2.196451, 3.613721], [-1.740252, 1.989994, -2.599447], [7.361628, -0.216653, 0.123139], [-2.250387, -2.348075, -3.927456], [0.240729, 7.574723, -2.302492], [0.472316, 5.149709, -1.980033], [-8.114972, -1.324525, -2.046617], [-2.593528, 3.882622, -4.030337], [-1.565280, -0.449642, -2.998048], [-3.868185, -1.783973, -2.037467], [-3.032825, 4.375202, -0.616396], [-7.947892, 0.209608, -0.127605], [2.580859, -3.313854, 3.641715], [-2.455035, -4.147425, 2.134177], [1.426298, -6.101525, -1.333961], [2.344458, 1.658603, -2.266911], [4.136112, 3.505401, 1.111989], [2.158223, 5.059965, 0.227428], [-4.620576, 2.256324, -0.839671], [-0.090511, -5.188359, 1.266046], [-0.867759, 8.948135, -0.577683], [-1.627026, 5.432574, 1.720966], [3.110356, -4.868211, 0.037109], [0.007765, -7.504852, 4.856483], [-4.254962, -2.767818, 0.736815], [-2.095295, -4.772406, -4.194286], [-0.430432, -6.055480, -2.882720], [8.565036, 1.080294, 1.841944], [-1.812016, 7.868278, 1.426956], [-0.102001, -7.382221, 2.398806], [0.178850, -3.239624, 5.051915], [2.620625, 3.513346, -3.965480], [-0.139866, -0.205543, -2.131572], [7.303473, 2.268051, 3.592359], [0.151393, -5.433267, 6.185344], [-6.073946, -2.319082, -3.009214], [-5.748350, 0.758305, 0.833206], [3.073601, -2.381063, -0.011989], [4.899740, -0.301548, 0.147961], [4.349137, -1.367292, 3.241869]],
  "forces_ev_per_angstrom": [[0.0686, -0.2640, -0.2850], [0.1977, -0.2793, -0.1047], [0.0978, 0.2939, -0.2265], [-0.0683, 0.0804, 0.0778], [-0.4561, 0.2091, -0.1237], [-0.4086, 0.1868, -0.1533], [-0.1579, -0.0373, 0.0816], [0.0282, 0.0368, 0.2069], [0.5560, -1.0290, 0.3098], [0.0840, 0.1829, 0.1116], [0.0225, 0.4004, -0.1096], [-0.0163, 0.1128, 0.0439], [-0.0778, 0.0721, 0.0379], [-0.3798, -0.6894, -0.3639], [-0.0269, 0.0728, 0.0473], [0.1504, 0.0543, 0.0003], [0.1581, -0.0465, 0.0939], [-0.0176, -0.1005, 0.0158], [-0.0914, -0.0417, 0.0004], [0.0348, 0.0743, -0.0516], [0.0602, -0.0672, -0.0226], [-0.0066, -0.0528, -0.0127], [0.0615, -0.0682, 0.0083], [-0.0293, -0.1908, 0.2266], [-0.0901, -0.0049, -0.0234], [0.1307, -0.2376, 0.0607], [0.1250, 0.0542, 0.1715], [0.0183, 0.0834, -0.0495], [0.0292, -0.1421, -0.0353], [-0.0418, 0.0330, -0.0042], [-0.0548, 1.4833, 0.1227], [-0.0647, -0.2300, -0.0178], [0.0536, 0.0191, 0.0221], [0.2051, -0.0932, 0.0697], [-0.0206, 0.0662, 0.0019], [-0.3887, -0.3047, -0.1015], [-0.0141, 0.1250, -0.1938], [-0.0308, 0.0231, -0.1070], [-0.0019, -0.1507, 0.0809], [0.0911, 0.0846, 0.0343], [0.0762, -0.0452, -0.0235], [0.3221, 0.2364, 0.2875], [0.1721, 0.4089, 0.1437], [-0.2069, 0.0364, -0.1077], [0.0701, 0.0484, 0.0378], [0.0374, -0.0778, 0.0745], [-0.1353, -0.0226, -0.1419], [0.2216, -0.2484, 0.2292], [0.0443, -0.0221, 0.1203], [-0.0197, -0.0994, -0.0427], [0.0810, 0.1740, 0.0557], [-0.0037, 0.0250, -0.1621], [0.1386, -0.0219, -0.0512], [-0.2280, 0.0665, -0.0069], [0.6055, -0.3961, 0.1195], [-0.0739, 0.2001, -0.1434], [-0.1357, -0.0494, -0.0460], [-0.1605, 0.1390, 0.0580], [0.0723, 0.1943, -0.0978], [0.0281, 0.3692, -0.0532], [-0.0324, 0.0018, -0.0634], [0.2428, 0.0099, -0.0401], [-0.2221, -0.1106, 0.0276], [-0.2261, -0.0263, -0.1558], [-0.0502, -0.0978, -0.0615], [-0.0131, -0.0751, -0.0305], [-0.1620, -0.2615, -0.2555], [-0.0652, -0.1694, 0.0141], [-0.0124, 0.2463, -0.0084], [-0.0512, -0.0409, 0.0562], [-0.0785, 0.0414, 0.0533], [-0.1037, 0.0235, 0.0389], [0.0660, -0.0539, -0.0702], [-0.0862, 0.0916, -0.0602], [0.0549, 0.0242, -0.0733], [0.1280, -0.0880, -0.0793], [-0.1023, -0.0147, -0.0210], [0.0483, 0.0471, 0.0050], [0.1276, -0.0093, 0.0785], [0.0762, -0.0771, -0.0219], [-0.0111, 0.1829, -0.0379], [-0.0531, 0.0484, 0.0623], [0.0263, -0.1576, 0.0771], [-0.0470, -0.1385, 0.0769], [-0.0203, -0.0867, 0.0349], [0.1046, 0.0272, 0.0196], [0.1696, 0.0057, 0.0154], [0.0121, 0.1134, 0.0753], [-0.1413, -0.0085, -0.0348], [-0.0446, -0.0099, -0.0542], [-0.0227, 0.1337, -0.0328], [-0.0035, -0.0449, 0.1423], [0.0624, -0.0066, 0.0569], [0.0082, -0.0771, 0.0593], [-0.1479, -0.0425, -0.0123], [-0.0680, -0.1013, -0.0351], [0.0292, -0.1810, 0.0027], [0.1260, 0.0021, 0.0226], [-0.0918, 0.0800, 0.0803], [-0.0150, -0.1062, -0.0515], [0.0009, 0.0960, 0.0643], [0.1669, -0.0415, 0.0487], [-0.2876, 0.0356, -0.2258], [0.0405, 0.0602, 0.0777], [-0.0009, 0.0254, 0.0948], [-0.0270, -0.0608, -0.0695], [0.0518, 0.0429, 0.0876], [-0.0955, 0.0963, 0.0631], [-0.0631, -0.0270, -0.0711], [0.1695, 0.0452, 0.0411]]
}

No. 2
{
  "formula": "C20H32N2O7P2Ru",
  "method": "the ωB97M-V functional and the def2-TZVPD basis",
  "spin_multiplicity": 5,
  "s_squared": 6.051,
  "total_charge": 2,
  "gap_ev": [7.8, 5.8],
  "lumo_energy_ev": [-8.202, -10.156],
  "energy_ev": -59719.2947,
  "homo_energy_ev": [-16.0, -16.0],
  "elements": ["Ru", "P", "P", "O", "O", "O", "O", "O", "O", "O", "N", "N", "C", "C", "C", "C", "C", "C", "C", "C", "C", "C", "C", "C", "C", "C", "C", "C", "C", "C", "C", "C", "H", "H", "H", "H", "H", "H", "H", "H", "H", "H", "H", "H", "H", "H", "H", "H", "H", "H", "H", "H", "H", "H", "H", "H", "H", "H", "H", "H", "H", "H", "H", "H"],
  "positions_angstrom": [[0.735926, 1.932911, -1.575948], [0.867005, 4.947046, -1.279143], [2.548852, 3.460468, 0.459345], [1.749470, 2.217720, 0.227439], [3.693056, 3.861496, -0.450088], [3.129210, 3.420550, 1.962373], [0.202929, 6.396820, -1.533885], [-0.034955, 3.835087, -1.704254], [2.292455, 6.105164, 0.677464], [2.201448, 5.099304, -2.178097], [1.410722, -0.052299, -1.509372], [-0.942160, 1.246893, -0.519971], [-1.790061, -0.788795, 0.380649], [2.519035, -0.654901, -1.977461], [0.327261, 4.919089, 1.487119], [1.434094, 4.950410, 0.462599], [-2.045885, 1.864142, -0.057543], [2.781743, -2.001581, -1.827001], [-5.227041, -0.091743, 2.086776], [-4.025407, -0.946281, 1.623098], [0.472282, -0.789692, -0.841985], [1.014447, -5.060091, -0.207511], [3.438517, -4.508295, -0.181069], [2.263061, -4.980676, -2.355913], [-2.950950, -0.145408, 0.868292], [-0.783661, -0.095002, -0.314113], [-3.406986, -1.586346, 2.884700], [0.698198, -2.168043, -0.664759], [-4.582699, -2.059046, 0.709254], [2.127526, -4.308690, -0.972327], [1.857591, -2.804952, -1.153002], [-3.059311, 1.223541, 0.629460], [-5.965351, -0.703731, 2.618757], [0.881693, -4.662694, 0.805569], [3.107799, -4.582818, -2.928984], [1.358214, -4.831730, -2.957104], [0.052281, -4.996086, -0.729065], [-2.973483, -0.823191, 3.542021], [-0.298396, 5.813639, 1.406067], [-0.126616, 6.431248, -2.448786], [3.214357, -0.000877, -2.495341], [-0.309492, 4.040383, 1.350355], [-0.034585, -2.763447, -0.139368], [-5.002659, -1.639055, -0.212421], [2.220434, 2.472502, -2.495493], [-2.094649, 2.929745, -0.262686], [0.735585, 4.896189, 2.502177], [3.387414, -4.016176, 0.797393], [-4.915043, 0.704761, 2.772433], [-1.693727, -1.852107, 0.559583], [2.964643, 4.595240, -1.759159], [-5.377968, -2.621865, 1.211921], [3.150237, 5.821181, 0.288636], [-4.162326, -2.133115, 3.461247], [-2.612305, -2.300021, 2.641146], [-5.744140, 0.371388, 1.238319], [3.701683, -2.404880, -2.236579], [-3.906531, 1.812638, 0.959371], [4.307540, -4.100676, -0.709208], [1.254830, -6.125301, -0.106016], [3.638482, -5.572439, -0.009240], [-3.813038, -2.782775, 0.419608], [2.423773, -6.060710, -2.256976], [3.715630, 2.645977, 2.016694]],
  "forces_ev_per_angstrom": [[2.0484, 1.1958, -0.3721], [3.1903, 6.2387, -0.8556], [3.8943, 3.8809, 2.0638], [-1.6285, -2.0526, -1.2467], [-1.4536, -1.0283, -0.0166], [-0.8762, -0.6473, -0.9998], [-0.0948, -2.2019, 0.2261], [-0.7046, -3.1297, -0.5040], [-0.5630, -1.7430, -0.8670], [-1.6208, -1.0161, 0.9434], [-1.3935, 0.3747, 0.1494], [0.0186, -1.2280, -0.1829], [0.5193, 0.3505, -0.3324], [0.5902, 0.2268, -0.3855], [-0.5089, 0.1409, 0.2107], [0.9360, 0.0782, 0.3567], [0.0924, 0.3639, -0.1566], [-0.2616, 0.4268, 0.0875], [0.2743, 0.4094, -0.2389], [-0.5616, -0.2880, 0.3582], [-0.2446, -1.0197, 0.3555], [-0.2221, 0.4842, 0.0141], [0.2578, 0.3919, 0.0795], [0.0102, 0.2901, -0.3797], [-0.1314, -0.3862, 0.1583], [-0.7660, -0.9504, 0.6309], [0.4361, 0.0480, 0.0507], [-0.0325, 0.7638, -0.1206], [0.1947, -0.0488, -0.3904], [-0.1024, -0.7333, 0.2116], [-0.2401, -0.4071, 0.2160], [0.3977, 0.0932, -0.1991], [0.3239, 0.0076, -0.1764], [0.0386, -0.0576, -0.0748], [-0.0854, -0.0315, 0.0989], [0.1070, -0.0581, 0.1037], [0.0941, -0.0368, 0.0249], [-0.1072, -0.1003, -0.0747], [0.1201, -0.0948, -0.0481], [-0.0648, 0.4479, 0.0784], [-0.0785, -0.1607, 0.0743], [0.0249, 0.0140, 0.0323], [0.0418, 0.0655, -0.0337], [0.0173, -0.0499, 0.1560], [-1.7650, -0.8611, 0.8369], [-0.0293, -0.1187, -0.0074], [0.1028, -0.0470, -0.2614], [-0.0152, -0.1048, -0.1135], [-0.0392, -0.1046, -0.0583], [0.0561, 0.1091, -0.0518], [0.0304, 0.1873, -0.0018], [0.2089, 0.2354, 0.0265], [-0.1912, 0.6798, 0.3060], [0.0547, 0.1740, -0.2585], [-0.0843, 0.0593, -0.0118], [0.0437, -0.0714, 0.0942], [-0.1352, 0.0725, 0.0573], [0.0682, -0.1460, -0.0033], [-0.1224, -0.0472, 0.0286], [0.0949, 0.3332, -0.1242], [-0.2041, 0.2093, -0.1351], [-0.0472, 0.0728, 0.0540], [-0.0432, 0.2765, 0.1641], [0.1303, 0.2687, 0.4343]]
}